(1)
This record from the Open Molecules 2025 dataset describes 9 unconnected molecules or ions with the total composition C24H70N4O9. The level of theory is ωB97M-V/def2-TZVPD.

Atoms and positions in Å:
C -4.670 4.469 -1.138
O -5.160 3.150 -1.293
C -4.556 2.178 -0.422
C -4.712 0.819 -1.189
C -6.117 0.385 -1.363
N -4.016 -0.252 -0.492
H -5.221 5.207 -1.721
H -3.681 4.574 -1.585
H -4.620 4.847 -0.117
H -3.521 2.459 -0.226
H -5.107 2.104 0.515
H -4.229 0.829 -2.166
H -6.055 -0.585 -1.856
H -6.719 1.040 -1.992
H -6.623 0.116 -0.436
H -4.006 -1.221 -0.779
H -3.066 0.055 -0.342
C 4.289 0.839 1.954
O 4.701 1.195 0.621
C 5.605 0.303 -0.031
C 4.830 -0.973 -0.469
C 5.759 -1.939 -1.225
N 3.597 -0.681 -1.156
H 3.935 -0.168 2.176
H 3.493 1.478 2.335
H 5.186 1.103 2.514
H 6.002 0.618 -0.996
H 6.432 -0.039 0.591
H 4.511 -1.396 0.483
H 5.300 -2.895 -1.476
H 6.692 -2.124 -0.692
H 6.039 -1.445 -2.155
H 3.340 0.175 -0.686
H 3.869 -0.616 -2.126
C -3.910 -5.734 0.981
O -2.897 -4.743 0.874
C -2.419 -4.341 2.119
C -1.372 -3.246 2.096
C -0.645 -3.247 3.410
N -1.985 -1.873 2.022
H -4.802 -5.268 1.398
H -3.771 -6.658 1.541
H -4.215 -6.090 -0.003
H -3.333 -4.110 2.666
H -2.025 -5.256 2.562
H -0.608 -3.510 1.365
H -1.238 -2.884 4.250
H 0.306 -2.714 3.424
H -0.299 -4.266 3.582
H -1.458 -1.425 1.285
H -2.888 -1.982 1.582
C 4.251 2.946 -2.400
O 3.542 3.897 -1.724
C 2.334 4.273 -2.297
C 1.785 5.229 -1.280
C 1.225 4.600 -0.061
N 0.711 6.057 -1.879
H 4.289 3.000 -3.488
H 3.795 1.972 -2.226
H 5.248 2.821 -1.977
H 2.530 4.829 -3.213
H 1.722 3.396 -2.512
H 2.533 5.890 -0.843
H 0.238 4.171 -0.233
H 1.056 5.290 0.766
H 1.876 3.763 0.193
H 0.026 5.485 -2.352
H 1.001 6.712 -2.590
C 0.438 -2.681 -4.657
C 1.547 -2.332 -3.620
O 1.132 -1.606 -2.488
H -0.107 -1.802 -5.000
H -0.233 -3.502 -4.404
H 0.892 -3.000 -5.595
H 2.463 -1.846 -3.956
H 1.873 -3.258 -3.147
H 1.949 -1.358 -2.049
C -1.943 -2.951 -1.904
C -3.439 -3.142 -2.115
O -4.188 -3.128 -0.925
H -1.546 -2.965 -2.919
H -1.516 -3.754 -1.302
H -1.811 -2.024 -1.347
H -3.782 -3.962 -2.747
H -3.705 -2.273 -2.717
H -3.842 -3.836 -0.376
C 1.423 -0.594 5.197
C 0.702 -0.230 3.941
O -0.651 -0.279 4.136
H 1.241 -1.658 5.350
H 1.237 0.115 6.004
H 2.463 -0.575 4.871
H 1.102 -0.893 3.174
H 0.989 0.790 3.686
H -1.075 -1.010 3.681
C 0.193 0.624 0.375
O -0.437 -0.573 -0.052
H -0.403 1.108 1.148
H 1.138 0.318 0.823
H 0.350 1.192 -0.541
H 0.113 -0.787 -0.809
C 1.151 3.759 3.444
O 0.117 3.256 2.602
H 1.225 4.844 3.522
H 1.116 3.543 4.512
H 2.097 3.340 3.100
H -0.373 2.535 3.003

Output
Total charge: 0
HOMO level, eV: -8.081
SMILES: COC[C@H](C)N.COC[C@H](C)N.COC[C@H](C)N.COC[C@H](C)N.CCO.CCO.CCO.CO.CO
LUMO, eV: 0.467
Molecular weight, g/mol: 558.84
Kohn-Sham gap, eV: 8.5
Energy relative to the best compared isomer or geometry (same formula, charge and spin), kJ/mol: 179.7

(2)
This record from the Open Molecules 2025 dataset describes 8 unconnected molecules or ions with the total composition C24H70O26P6. The level of theory is ωB97M-V/def2-TZVPD.

Atoms and positions in Å:
C 2.515 -2.942 1.224
O 3.533 -2.595 0.241
P 4.527 -1.352 0.447
O 3.946 -0.187 1.010
O 5.687 -1.948 1.289
C 6.347 -3.217 1.019
O 5.189 -1.178 -0.961
C 4.387 -0.625 -2.095
H 2.634 -2.329 2.112
H 2.714 -3.986 1.483
H 1.544 -2.755 0.790
H 7.348 -2.996 1.403
H 6.301 -3.435 -0.051
H 5.923 -4.050 1.578
H 5.044 -0.035 -2.725
H 3.631 0.035 -1.659
H 3.956 -1.386 -2.750
C -1.704 -1.637 -2.666
O -1.771 -3.052 -3.155
P -0.836 -4.169 -2.570
O -0.913 -4.335 -1.099
O 0.554 -3.891 -3.230
C 1.564 -3.045 -2.541
O -1.246 -5.459 -3.307
C -1.196 -5.448 -4.792
H -0.695 -1.282 -2.878
H -1.973 -1.569 -1.604
H -2.439 -1.162 -3.293
H 1.375 -1.997 -2.371
H 2.401 -3.278 -3.197
H 1.787 -3.556 -1.611
H -0.707 -6.385 -4.941
H -0.527 -4.661 -5.138
H -2.213 -5.359 -5.155
C -0.588 4.071 3.169
O -2.014 3.774 3.466
P -3.155 4.925 3.237
O -2.643 6.256 3.336
O -4.364 4.595 4.195
C -4.077 4.458 5.606
O -3.688 4.545 1.810
C -4.037 3.217 1.313
H -0.392 4.249 2.126
H -0.033 3.348 3.756
H -0.319 5.031 3.665
H -4.709 5.198 6.084
H -3.061 4.748 5.824
H -4.425 3.507 5.942
H -3.722 2.490 2.064
H -3.442 3.125 0.387
H -5.117 3.226 1.197
C -0.773 -1.268 -6.057
O 0.580 -1.695 -5.654
P 1.825 -0.720 -5.601
O 3.049 -1.432 -5.170
O 1.857 0.047 -7.005
C 2.481 -0.576 -8.220
O 1.395 0.345 -4.590
C 2.318 1.527 -4.422
H -1.282 -2.165 -5.743
H -0.828 -1.146 -7.135
H -1.012 -0.422 -5.425
H 2.916 -1.488 -7.883
H 3.221 0.115 -8.616
H 1.667 -0.802 -8.905
H 1.951 1.891 -3.469
H 2.234 2.342 -5.168
H 3.313 1.069 -4.353
C 2.464 0.863 8.560
O 1.388 0.985 7.634
P 1.570 2.000 6.425
O 2.776 2.808 6.411
O 1.358 1.136 5.132
C 2.425 0.249 4.712
O 0.212 2.805 6.354
C -0.249 3.738 7.391
H 2.954 -0.047 8.258
H 1.943 0.736 9.493
H 3.063 1.771 8.497
H 3.376 0.725 4.916
H 2.271 -0.013 3.676
H 2.373 -0.618 5.364
H -0.082 3.353 8.376
H -1.226 3.968 7.065
H 0.418 4.574 7.309
C -4.849 3.278 -4.881
O -3.417 3.056 -4.626
P -3.094 1.737 -3.814
O -3.324 0.480 -4.500
O -1.617 1.962 -3.394
C -1.089 3.099 -2.660
O -3.881 1.855 -2.461
C -4.634 0.726 -1.865
H -5.163 2.433 -5.445
H -4.869 4.135 -5.543
H -5.360 3.469 -3.961
H -0.044 2.918 -2.835
H -1.481 3.012 -1.648
H -1.475 4.013 -3.074
H -4.015 0.421 -1.040
H -4.793 0.001 -2.662
H -5.549 1.108 -1.434
C -0.778 -4.756 2.298
C -1.443 -3.386 2.290
C -1.059 -2.596 3.493
O -1.060 -2.662 1.073
H -1.281 -5.441 2.993
H 0.288 -4.658 2.533
H -0.824 -5.231 1.316
H -2.514 -3.589 2.263
H -0.016 -2.355 3.290
H -1.083 -3.226 4.380
H -1.624 -1.675 3.620
H -1.159 -3.302 0.346
C 0.442 0.603 1.982
C -0.219 0.749 0.545
C 0.685 0.254 -0.645
O -1.471 0.177 0.557
H 0.476 -0.434 2.302
H -0.064 1.120 2.802
H 1.427 1.050 1.846
H -0.405 1.825 0.447
H 1.059 -0.765 -0.607
H 1.606 0.828 -0.477
H 0.268 0.394 -1.655
H -1.445 -0.779 0.713

Output
Total charge: 0
HOMO level, eV: -9.436
SMILES: COP(=O)(OC)OC.COP(=O)(OC)OC.COP(=O)(OC)OC.COP(=O)(OC)OC.COP(=O)(OC)OC.COP(=O)(OC)OC.CC(C)O.CC(C)O
LUMO, eV: 0.586
Molecular weight, g/mol: 960.64
Kohn-Sham gap, eV: 10.0
Energy relative to the best compared isomer or geometry (same formula, charge and spin), kJ/mol: 0.0

(3)
This record from the Open Molecules 2025 dataset describes a molecular structure, C24H71BrNa2O31P6S2. The level of theory is ωB97M-V/def2-TZVPD.

Atoms and positions in Å:
Na -0.131 0.028 -0.858
Na -3.575 0.037 -2.217
Br -0.871 -1.535 -3.316
O -2.445 0.420 -0.084
H -2.685 0.507 0.859
O 1.681 1.161 -2.313
S 2.486 1.941 -3.287
O 2.082 3.171 -3.831
O 4.086 2.075 -2.706
C 4.974 2.700 -3.568
C 6.150 3.128 -2.734
C 2.822 0.941 -4.763
H 4.655 3.595 -4.102
H 5.438 2.022 -4.284
H 5.974 3.896 -1.982
H 6.873 3.459 -3.479
H 6.574 2.255 -2.237
H 3.388 0.041 -4.521
H 3.138 1.774 -5.390
H 1.856 0.706 -5.210
O 0.626 2.363 2.614
S -0.300 2.207 3.704
O 0.193 1.986 5.080
O -1.590 3.398 3.673
C -1.868 3.965 2.376
C -2.573 5.272 2.637
C -1.337 0.669 3.310
H -2.286 3.325 1.599
H -0.995 4.259 1.792
H -2.053 5.875 3.381
H -3.532 5.281 3.156
H -2.831 5.933 1.810
H -1.722 0.251 4.240
H -0.771 -0.119 2.813
H -2.170 0.972 2.675
C 2.379 -7.967 -4.357
O 3.606 -7.487 -3.746
P 3.565 -6.473 -2.501
O 4.276 -5.178 -2.623
O 1.989 -6.325 -2.278
C 1.604 -5.423 -1.356
O 4.067 -7.375 -1.279
C 5.512 -7.602 -1.149
H 1.499 -7.324 -4.395
H 2.179 -8.797 -3.679
H 2.642 -8.263 -5.373
H 0.558 -5.522 -1.068
H 1.702 -4.381 -1.660
H 2.173 -5.510 -0.430
H 5.547 -8.591 -0.691
H 5.980 -6.811 -0.563
H 5.884 -7.691 -2.170
C -1.179 2.435 -4.542
O -1.579 3.659 -3.959
P -2.636 3.695 -2.736
O -3.777 2.695 -2.738
O -1.669 3.361 -1.457
C -0.390 4.062 -1.207
O -3.064 5.228 -2.514
C -3.654 5.673 -1.345
H -1.942 1.973 -5.169
H -1.098 1.648 -3.793
H -0.226 2.462 -5.070
H -0.597 4.948 -0.607
H -0.128 4.433 -2.197
H 0.343 3.333 -0.862
H -3.749 4.789 -0.716
H -4.604 6.207 -1.368
H -2.850 6.299 -0.958
C -5.151 1.869 4.844
O -5.192 2.227 3.477
P -6.592 2.377 2.679
O -7.585 3.292 3.301
O -6.200 2.941 1.219
C -5.138 2.247 0.519
O -7.044 0.784 2.492
C -8.305 0.445 1.871
H -4.598 2.719 5.244
H -4.663 0.912 5.028
H -6.121 1.977 5.331
H -4.121 2.595 0.697
H -5.322 2.462 -0.534
H -5.207 1.172 0.687
H -8.647 1.246 1.215
H -9.027 0.047 2.583
H -7.925 -0.411 1.313
C 3.737 3.685 3.692
O 4.422 4.432 2.703
P 5.375 3.557 1.714
O 6.245 2.612 2.427
O 4.331 2.860 0.628
C 3.582 1.659 1.063
O 6.064 4.757 0.887
C 7.319 5.329 1.252
H 3.980 2.623 3.723
H 2.680 3.633 3.430
H 3.894 4.195 4.642
H 3.139 1.040 0.282
H 2.793 1.968 1.749
H 4.158 0.907 1.601
H 8.010 5.266 0.411
H 7.784 4.787 2.074
H 7.220 6.364 1.580
C -3.893 -5.705 -2.621
O -4.471 -4.839 -1.634
P -4.050 -5.047 -0.089
O -2.633 -5.402 0.243
O -4.425 -3.652 0.606
C -3.504 -2.537 0.483
O -5.107 -6.042 0.615
C -6.365 -5.529 0.923
H -3.032 -5.167 -3.017
H -4.606 -5.989 -3.395
H -3.784 -6.683 -2.151
H -2.873 -2.483 1.370
H -4.052 -1.631 0.226
H -2.804 -2.764 -0.321
H -6.412 -4.927 1.831
H -7.088 -6.343 0.873
H -6.653 -4.911 0.073
C 2.425 -4.292 2.072
O 1.611 -3.110 1.811
P 2.307 -1.669 1.363
O 1.326 -0.644 0.978
O 3.128 -1.219 2.667
C 2.563 -0.657 3.892
O 3.531 -2.026 0.268
C 3.502 -2.068 -1.131
H 3.354 -4.216 1.506
H 1.925 -5.165 1.652
H 2.755 -4.345 3.109
H 3.476 -0.341 4.396
H 1.950 -1.362 4.453
H 1.916 0.130 3.504
H 3.579 -1.035 -1.468
H 2.588 -2.356 -1.652
H 4.300 -2.688 -1.540

Output
Total charge: 0
HOMO level, eV: -8.228
LUMO, eV: -0.135
Molecular weight, g/mol: 1231.66
Kohn-Sham gap, eV: 8.1